[1]
Here is a 4-piece molecular cluster, C2H12N2O3 overall at a distorted geometry from OMol25. Energies are from ωB97M-V with the def2-TZVPD basis set.

Values from the calculation:
- gap between HOMO and LUMO (eV) = 9.5
- lowest unoccupied orbital energy (Eh) = 0.026
- energy relative to the best compared isomer or geometry (same formula, charge and spin) (eV) = 1.821
- molecular weight (g mol⁻¹) = 112.13
- maximum force (eV Å⁻¹) = 4.77
- SMILES = [H]/N=C/NC.O.O.O

Structure (ORCA input):
```
! RIJCOSX wB97M-V def2-TZVPD def2/J DEFGRID3
* xyz 0 1
O -0.6364 4.9336 -0.3699
O -0.1376 1.8697 -2.4504
O -0.9854 -2.5067 -2.3563
N 0.9164 -1.3613 -0.6012
N -0.0268 -1.2482 1.5923
C 0.8856 -1.7170 0.7340
C -0.0566 -1.1252 3.0501
H 1.7573 -1.8532 -1.0051
H 1.6218 -2.5010 1.1268
H -0.3435 -1.8160 -2.0909
H -0.0495 2.8465 -2.3730
H -0.5637 -3.0504 -3.1048
H 0.3320 1.6283 -3.2773
H -0.9469 -1.6985 3.4115
H -0.2941 -0.3910 1.2057
H -1.0516 5.6207 0.1037
H 0.8082 -1.6967 3.4685
H -1.2625 4.1481 -0.3944
H 0.0332 -0.0817 3.3307
*
```


[2]
Here is a 2-piece molecular cluster, C4H10O2 overall from OMol25. Energies are from ωB97M-V with the def2-TZVPD basis set.

Values from the calculation:
- gap between HOMO and LUMO (eV) = 8.8
- lowest unoccupied orbital energy (Eh) = 0.007
- energy relative to the best compared isomer or geometry (same formula, charge and spin) (eV) = 4.827
- molecular weight (g mol⁻¹) = 90.12
- maximum force (eV Å⁻¹) = 0.28

Structure (ORCA input):
```
! RIJCOSX wB97M-V def2-TZVPD def2/J DEFGRID3
* xyz 0 1
O 0.1384 -0.5310 1.2033
O 1.7230 0.6661 0.0773
C 0.5279 1.2494 -0.2863
C -1.7618 -0.0084 -0.2219
C 1.2310 -1.3684 -0.1999
C -0.5879 0.5307 0.5638
H 0.3004 1.1172 -1.3642
H -2.3117 0.8229 -0.6771
H 1.0387 -0.0229 1.2612
H 2.2250 -1.5221 0.2022
H 0.5173 2.3310 -0.0813
H -0.9413 1.1847 1.3707
H 0.5499 -2.1932 -0.0095
H 1.2209 -1.0202 -1.2262
H -2.4498 -0.5702 0.4179
H -1.4203 -0.6656 -1.0300
*
```


[3]
Here is an isolated ion of composition C5H12N2 and charge +1 at a distorted geometry from OMol25. Energies are from ωB97M-V with the def2-TZVPD basis set.

Values from the calculation:
- gap between HOMO and LUMO (spin up / spin down) (eV) = 7.9 / 5.8
- lowest unoccupied orbital energy (spin up / spin down) (Eh) = -0.192 / -0.269
- energy relative to the best compared isomer or geometry (same formula, charge and spin) (eV) = 2.711
- molecular weight (g mol⁻¹) = 100.16
- maximum force (eV Å⁻¹) = 3.42
- expectation value of S² = 0.7546

Structure (ORCA input):
```
! RIJCOSX wB97M-V def2-TZVPD def2/J DEFGRID3
* xyz 1 2
N -1.9298 1.5418 0.8909
N 1.5556 -0.6645 -2.4297
C -0.8264 0.6015 1.1420
C 1.6216 -1.0701 -1.1110
C -1.0144 -0.8321 1.7542
C -0.1427 0.4682 -0.2075
C 1.2101 -0.1871 -0.1074
H -1.4811 2.3611 0.5017
H -0.7864 -0.1875 -0.7915
H 0.9886 0.1810 -2.4870
H 1.7741 0.2196 0.7374
H 1.0448 -1.3240 -3.0265
H -0.0549 1.2161 -1.0293
H 2.3518 -1.8654 -0.9488
H -1.3556 -0.6711 2.7741
H -1.8027 -1.3373 1.1918
H -0.1395 -1.4856 1.7289
H -2.3986 1.8491 1.7357
H -0.1177 1.0403 1.8807
*
```


[4]
Here is C22H21BrF3N4S2Ti as an isolated structure at a distorted geometry from OMol25. Energies are from ωB97M-V with the def2-TZVPD basis set.

Values from the calculation:
- gap between HOMO and LUMO (eV) = 6.6
- lowest unoccupied orbital energy (Eh) = -0.402
- energy relative to the best compared isomer or geometry (same formula, charge and spin) (eV) = 0.000
- molecular weight (g mol⁻¹) = 590.34
- maximum force (eV Å⁻¹) = 1.85

Structure (ORCA input):
```
! RIJCOSX wB97M-V def2-TZVPD def2/J DEFGRID3
* xyz 3 1
Br 0.4000 -0.7319 -2.7114
Ti 0.5260 -0.2840 0.1987
S -0.0072 0.9326 2.1191
S -1.2434 -1.9974 0.3912
F -2.9090 4.4006 2.3245
F -0.8162 3.8714 2.4634
F -2.2937 2.7135 3.5381
N -1.1135 -4.1782 2.0900
N -1.2852 0.6852 -0.0791
N 1.0548 1.3181 -1.0493
N -1.5301 -4.6967 0.0462
C -1.2167 -3.6715 0.8527
C 1.8090 5.0089 -1.1015
C 2.9499 -0.0859 1.8074
C -3.1619 2.6606 0.2339
C 0.9004 1.0674 -2.3504
C -2.0688 3.3833 2.4093
C -2.1911 2.4717 1.2040
C 1.5033 3.6189 -1.5832
C 2.9876 -0.8173 -0.4949
C 1.3539 2.5811 -0.6767
C -1.2844 1.4405 1.0276
C 3.3227 0.1220 0.4845
C 1.8631 -2.1552 1.1830
C 2.2230 -1.2277 2.1598
C -1.3717 -5.5296 2.0790
C -3.1979 1.8220 -0.8799
C 1.3515 3.3053 -2.9329
C -1.7853 -4.6049 -1.3947
C -1.6335 -5.8527 0.7937
C -2.2356 0.8527 -1.0166
C 2.2525 -1.9557 -0.1512
C 1.0470 2.0094 -3.3344
H 1.4746 2.7560 0.3845
H -3.9686 1.9339 -1.6291
H -2.2150 0.1844 -1.8657
H -1.3588 -6.1386 2.9668
H -1.8779 -6.8064 0.3572
H 2.7141 5.0212 -0.4934
H 3.3705 -0.7117 -1.5011
H 3.2798 0.5995 2.5785
H 1.3999 -3.0877 1.4664
H 0.9252 1.7492 -4.3771
H -2.5554 -3.8620 -1.5846
H -0.9507 -3.6317 2.9228
H 2.0938 -2.7362 -0.8811
H 1.4697 4.0757 -3.6857
H -3.8843 3.4599 0.3442
H -2.1276 -5.5727 -1.7470
H 2.0050 -1.4288 3.2007
H -0.8745 -4.3348 -1.9231
H 3.9399 0.9719 0.2234
H 0.9987 5.3845 -0.4744
H 1.9419 5.6979 -1.9317
*
```


Q: Which of these has the highest molecular weight?
A: C22H21BrF3N4S2Ti